No. 1
{"formula": "C26H35Cl2IN6PSn", "method": "the ωB97M-V functional and the def2-TZVPD basis", "charge": 1, "gap_ha": 0.2670, "relative_energy_kcal_mol": 9.4, "energy_ev": -84729.701, "symbols": ["H", "P", "H", "H", "H", "C", "H", "H", "N", "H", "H", "H", "H", "C", "H", "C", "N", "C", "H", "C", "C", "H", "C", "H", "C", "C", "C", "H", "H", "C", "H", "C", "Cl", "H", "H", "H", "H", "I", "H", "C", "H", "H", "H", "H", "H", "H", "H", "C", "C", "C", "H", "C", "C", "N", "C", "Sn", "H", "H", "C", "C", "C", "H", "N", "C", "C", "N", "H", "C", "C", "N", "Cl", "H"], "positions_angstrom": [[-1.9674, -4.6204, 0.6991], [1.1223, 0.9386, 1.3535], [-0.2318, 6.0369, -0.7414], [0.1081, -3.2502, 0.5326], [0.6475, -0.2258, 4.0012], [-1.0954, -3.6754, -2.5454], [3.2293, 3.9186, 4.6857], [5.9827, -1.2014, -1.6643], [2.7320, 0.7868, 0.7857], [-1.8528, -3.0450, 1.5078], [-0.6747, 3.0530, 2.2855], [1.8529, -1.6795, -2.6838], [5.2520, 0.1905, 0.2490], [2.3084, 2.6230, 3.2578], [1.9501, 2.3707, -1.0081], [1.2671, 3.0243, -0.4863], [-0.6457, -3.1835, -0.1432], [1.5651, 1.0765, 5.4332], [-3.4448, -3.8392, -0.9135], [4.9346, -1.0257, -1.4834], [0.0280, 5.0722, -0.3330], [-3.3064, -1.0252, 3.3820], [3.1576, -0.0311, -0.2196], [2.5957, 3.2374, 2.4134], [0.9385, 4.2658, -0.9967], [1.2072, 0.6857, 4.1525], [-0.2215, 3.3987, 1.3651], [-0.3592, -5.0608, -1.0882], [4.2519, -2.1606, -3.1824], [-0.2682, -3.9848, -1.2966], [-4.1441, -2.6797, -2.4319], [-1.8789, -3.5372, 0.5352], [-1.6646, -0.0184, 2.0364], [-3.3745, 0.7822, 3.4263], [-0.4141, -2.0386, -3.5386], [1.3885, 4.6121, -1.9143], [-4.1304, -0.9286, -2.4354], [-3.2797, 1.8755, -2.6871], [-3.9388, -2.9949, 0.5372], [3.9688, -1.5679, -2.3281], [-2.4614, 1.7932, -0.1599], [-1.2827, 5.2596, 1.3490], [3.4583, 1.2213, 1.3436], [2.5862, 2.5352, 6.6245], [-2.2507, -0.7485, -3.6805], [0.9893, 2.1660, -4.4923], [-3.5031, -1.0903, -0.3864], [-0.5612, 4.6347, 0.8427], [-2.3977, -1.7771, -3.3506], [-1.8680, 1.5707, -1.0486], [-1.1857, 2.4093, -1.1769], [-3.2554, -0.1041, 2.8035], [0.2472, 0.7334, -3.0682], [-1.1204, -2.2457, -2.8400], [2.2948, 2.2370, 5.6281], [-0.6311, -0.5034, -0.8677], [0.7778, -3.7585, -1.5139], [-2.1136, -4.0178, -2.3878], [-3.5042, -1.8055, -2.2781], [1.5745, 1.4548, 3.0562], [2.6647, 3.0097, 4.5370], [1.2742, 0.4742, 6.2808], [2.2360, -0.5574, -1.0256], [-3.1393, -3.0680, -0.2051], [2.6462, -1.3024, -2.0495], [0.6507, 1.4892, -3.8372], [-2.7428, -2.3578, -4.2157], [0.7059, 2.5958, 0.7086], [4.5316, -0.2542, -0.4199], [-2.9872, -1.7913, -0.9076], [-4.5539, -0.1235, 1.5978], [-0.6744, -4.2529, -3.3783]], "mulliken_charge": [0.346, 0.198, 0.412, 0.250, 0.398, -0.793, 0.418, 0.422, 0.002, 0.359, 0.458, 0.331, 0.446, -0.449, 0.474, -0.346, -0.001, -0.717, 0.348, -0.400, -0.586, 0.368, 0.190, 0.394, -0.671, -0.362, -0.717, 0.389, 0.463, -0.873, 0.396, -0.935, 0.061, 0.410, 0.281, 0.442, 0.310, -0.166, 0.460, -1.239, 0.630, 0.438, 0.175, 0.401, 0.264, 0.217, 0.002, -0.706, -0.646, -1.126, 0.386, -0.622, -0.421, -0.146, -0.538, 1.974, 0.334, 0.275, -0.770, 0.313, -0.817, 0.432, 0.517, -0.732, -0.084, 0.022, 0.429, 0.777, -0.964, -0.153, -0.122, 0.488]}

***

No. 2
{"formula": "C26H35Cl2N4O3", "method": "the ωB97M-V functional and the def2-TZVPD basis", "charge": 1, "gap_ha": 0.2288, "energy_ev": -64668.902, "symbols": ["H", "Cl", "C", "C", "C", "C", "C", "C", "C", "O", "C", "H", "H", "C", "C", "H", "C", "C", "H", "C", "H", "H", "H", "C", "C", "H", "H", "C", "C", "H", "H", "H", "H", "H", "H", "H", "C", "N", "H", "H", "H", "N", "H", "C", "H", "H", "C", "H", "H", "H", "C", "C", "H", "H", "H", "H", "N", "H", "N", "Cl", "O", "C", "C", "C", "O", "H", "H", "C", "H", "H"], "positions_angstrom": [[2.4593, 1.0713, 4.9162], [-2.9548, 2.4553, 2.1945], [-0.6972, 3.2280, 0.8051], [-2.6676, -1.7323, 0.6968], [-1.5108, 1.9622, 1.2554], [-0.3903, -0.4699, -0.7547], [-2.4999, -3.4821, -5.1950], [2.0942, 4.3171, -3.7142], [4.8569, -0.5421, 0.6670], [-0.3464, -1.7577, -0.1495], [-3.3854, -5.3344, -4.3041], [4.6683, -1.5826, 0.4487], [5.1676, 0.1995, -0.0521], [-0.6114, 1.0528, 2.0580], [2.4729, -1.0779, 1.5784], [-3.2194, -3.5932, -0.3370], [1.7798, 3.1155, -3.0243], [0.6335, 0.4248, -0.0475], [-4.3769, -2.3073, -0.4212], [-2.3390, -4.9594, -3.5056], [0.5546, 1.4358, -0.4417], [2.1810, -1.5737, 0.6610], [-2.9806, -2.1949, -1.4314], [0.4493, 0.3716, 1.4471], [0.0573, 0.1153, 4.1383], [-0.9346, -3.2231, -3.6964], [-4.1486, -4.4663, -6.0693], [1.3043, -0.3923, 2.2154], [0.9178, 4.8362, -4.1830], [-1.5832, 1.4143, 3.9326], [-1.8297, 4.9957, 1.3941], [1.6041, 0.0729, -0.3741], [3.2022, 0.9496, 0.9176], [-2.8848, -0.6745, 0.5488], [-0.2184, 2.1725, -2.7111], [-1.0654, 4.1340, -4.0192], [-1.2100, -2.0358, 0.8742], [3.3264, 0.5597, 5.0991], [-3.1559, -1.9932, 1.6304], [-1.9415, 1.4614, 0.4001], [-0.1037, 5.1758, 1.3616], [-0.0948, 3.9983, -3.8056], [-0.0673, -0.5895, -1.7871], [3.5511, -0.0234, 1.2511], [2.4733, 2.4513, -2.5344], [2.2419, -2.2621, 3.8074], [-0.9028, 4.4858, 1.6311], [0.3488, 2.9538, 0.9179], [3.0187, -1.7176, 2.2557], [-2.4048, -2.6806, -5.9069], [0.4218, 2.9487, -3.0975], [-1.7761, -3.7821, -4.0714], [-0.9163, 3.3900, -0.2463], [0.7167, 5.7272, -4.7517], [-2.0106, -5.4708, -2.6162], [1.4197, -1.7659, 5.2335], [1.0861, -0.5336, 3.5550], [-4.0697, -6.1617, -4.2322], [-3.4729, -4.4329, -5.3287], [-0.1890, -0.0255, 5.8161], [4.7144, -0.0938, 1.9999], [1.9573, -1.3846, 4.3726], [-3.3082, -2.5173, -0.4464], [3.2044, -0.6672, 4.8509], [-0.7751, -2.5835, 1.8561], [4.0628, -1.3116, 5.0224], [-1.3869, -0.0425, -0.8216], [-0.7846, 0.9079, 3.4216], [-0.8028, 4.3064, 2.6976], [3.0710, 4.7477, -3.8520]], "mulliken_charge": [0.266, -0.174, -0.243, -0.212, 0.967, -1.051, -0.617, -0.783, -0.731, -0.380, -0.530, 0.326, 0.359, 1.063, -1.679, 0.393, -0.086, -0.427, 0.434, -0.454, -0.383, 0.487, 0.268, 0.599, -0.493, 0.498, 0.191, 0.525, -0.430, 0.640, 0.387, 0.471, 0.717, 0.027, 0.636, 0.212, 0.828, -0.629, 0.501, -0.118, 0.465, -0.011, 0.557, 0.019, 0.512, 0.398, -1.497, 0.192, 0.420, 0.388, -0.808, -0.330, 0.266, 0.399, 0.445, 0.879, 0.393, 0.392, 0.019, -0.103, -0.448, -1.257, -1.416, 0.045, -0.594, 0.444, 0.308, -1.176, 0.327, 0.398]}

***

No. 3
{"formula": "C26H35FN4SSi", "method": "the ωB97M-V functional and the def2-TZVPD basis", "smiles": "Cc1cccc(C[Si@H](S)CCF)c1.c1cc[nH]c1.c1cc[nH]c1.c1cc[nH]c1.c1cc[nH]c1", "gap_ha": 0.3117, "energy_ev": -54919.515, "symbols": ["N", "H", "H", "H", "H", "C", "H", "C", "N", "C", "C", "C", "C", "H", "H", "H", "H", "H", "H", "N", "H", "H", "C", "H", "H", "H", "C", "H", "H", "H", "H", "C", "C", "C", "C", "C", "C", "C", "H", "H", "C", "H", "H", "Si", "C", "H", "C", "C", "H", "C", "H", "F", "H", "C", "C", "H", "C", "H", "S", "H", "C", "N", "H", "C", "H", "C", "H", "H"], "positions_angstrom": [[-1.4635, 0.4641, -6.0752], [-2.6779, 5.3393, 3.4060], [2.0597, -0.3891, 5.3562], [0.3306, 2.2411, -0.0084], [-1.9414, -0.8867, -9.0007], [-0.2432, -0.1202, -6.2868], [-1.4089, 4.9345, 4.6314], [1.3852, -2.8576, -1.9568], [1.6801, -0.8060, -1.1729], [-4.0632, 2.0370, -1.1739], [-0.2789, -0.7439, -7.5070], [1.0968, 1.5525, 5.2450], [-4.0164, 3.1055, -3.1508], [-5.9307, 2.3578, -2.2620], [-0.3598, 0.0967, 1.2707], [0.5128, -2.1574, -3.8987], [-1.5269, -2.6845, 5.7644], [-2.1757, 2.5504, 4.5237], [0.7445, -1.0116, 2.8682], [5.5805, -6.0210, 1.0314], [0.5989, -0.1884, 6.4636], [1.9320, -0.0451, -0.5662], [-1.2548, 3.7476, 2.8326], [-1.8001, 3.3839, -3.0776], [4.3946, -3.5697, -0.7572], [-2.2640, 0.1403, 4.6299], [-2.2801, 0.2132, -7.1439], [-1.9713, 2.1704, -0.8920], [-3.2911, 0.5867, -7.1664], [2.8630, -4.2595, 1.3787], [-4.3154, 3.5638, -4.0806], [-4.8603, 2.4756, -2.2006], [-1.5967, 5.0990, 3.5329], [1.8367, -2.1347, -0.8827], [-1.5718, -0.5319, -8.0515], [-0.6083, 1.1147, 1.6502], [3.7968, -4.7084, 1.0777], [-2.7338, 3.0296, -2.6698], [0.9166, 0.3024, -2.8272], [-4.3033, 1.5149, -0.2617], [-0.2246, 2.3362, 0.9509], [1.3785, -3.9334, -2.0341], [4.1584, -6.3076, 2.5945], [-0.0104, -0.9214, 4.1194], [1.1252, -0.6731, -2.4170], [-1.7208, 0.9950, -5.2602], [4.4280, -5.7450, 1.7154], [-1.6829, -0.0591, 3.6973], [1.1070, 1.8863, 4.1761], [4.5972, -4.3481, -0.0383], [6.2447, -6.7335, 1.2781], [2.2950, 2.0301, 5.8618], [0.5328, -1.2922, -7.9587], [1.0044, -0.0002, 5.4389], [5.6885, -5.1773, -0.0415], [0.2589, 2.0866, 5.7640], [0.9330, -1.9296, -2.9314], [-0.2717, 4.5287, 1.0043], [-0.4772, -2.8923, 4.9036], [-2.2872, -0.7122, 3.0064], [-0.5704, 3.6159, 1.5698], [-2.7712, 2.3732, -1.4691], [2.2553, -2.4487, 0.0597], [-1.3049, 1.2598, 2.9184], [0.5426, -0.0404, -5.5524], [-1.6490, 2.5217, 3.5393], [6.5309, -5.2395, -0.7113], [-0.9015, 5.9146, 3.2241]], "mulliken_charge": [0.078, 0.284, 0.316, 0.506, 0.379, -0.405, 0.332, -0.703, -0.011, -0.362, -0.533, -0.065, -0.493, 0.394, 0.605, 0.486, 0.134, 0.334, -0.145, 0.046, 0.316, 0.218, 0.641, 0.450, 0.420, 0.482, -0.400, 0.190, 0.371, 0.471, 0.408, -0.560, -1.287, -0.548, -0.493, -0.191, -0.173, -0.594, 0.436, 0.405, -0.941, 0.435, 0.366, 0.450, -0.544, 0.183, -0.784, -1.064, 0.148, -0.079, 0.185, -0.355, 0.389, -0.527, -0.781, 0.193, -0.174, 0.345, -0.415, 0.314, -0.628, 0.182, 0.394, 0.543, 0.422, -0.711, 0.366, 0.346]}